{"formula": "C6H12O2", "method": "ωB97M-V/def2-TZVPD", "smiles": "CC[C@@]1([C@H](C)O)CO1", "homo_ev": -9.81, "e_above_lowest_ev": 7.3290, "max_force_ev_per_a": 6.0, "spin_multiplicity": 1, "gap_ev": 10.5, "species": ["C", "C", "C", "C", "C", "C", "H", "H", "H", "H", "H", "H", "H", "H", "H", "H", "H", "H", "O", "O"], "coordinates": [[1.52, -1.35, -0.78], [1.53, -0.17, 0.06], [0.17, 0.04, 0.74], [-0.46, -0.78, 1.71], [-0.90, 1.08, 0.06], [-1.37, 0.38, -1.27], [1.22, -2.15, 0.03], [2.33, -1.62, -1.63], [0.47, -1.14, -1.41], [1.52, 0.82, -0.45], [2.21, 0.08, 0.93], [-0.16, -1.65, 2.25], [-1.60, -0.71, 1.73], [-1.77, 1.27, 0.77], [-0.88, 0.75, -2.40], [-1.26, -0.93, -1.35], [-2.65, 0.45, -1.35], [0.13, 2.84, 0.51], [0.55, 0.32, 2.15], [-0.61, 2.47, -0.30]], "nbo_charge": [-0.627, -0.460, 0.210, -0.143, 0.050, -0.691, 0.211, 0.240, 0.215, 0.207, 0.246, 0.215, 0.190, 0.189, 0.259, 0.224, 0.235, 0.477, -0.532, -0.713]}